Run P
The following is a DFT calculation (ωB97M-V/def2-TZVPD) of a 2-piece molecular cluster, CH4BrNO overall.

Last column: Löwdin charge in e.
Geometry (Å):
C  -0.04132  -0.81127  0.73419  -0.118
N  -0.33753  0.84801  -0.77500  -0.635
O  -0.29391  0.52772  0.53386  -0.323
Br  -0.38281  2.62551  -1.16456  0.635
H  -0.87009  -1.46754  0.61330  0.077
H  0.30602  -0.89804  1.79873  0.111
H  0.80305  -0.84192  0.00104  0.053
H  0.81658  0.01753  -1.74155  0.202

For the orbital gap (alpha / beta), the calculation gives 0.295 / 0.304 hartree.

Run Q
The following is a DFT calculation (ωB97M-V/def2-TZVPD) of a 2-piece molecular cluster, CH4BrNO overall.

Last column: Löwdin charge in e.
Geometry (Å):
C  1.43894  0.44665  0.07390  -0.486
N  -1.50566  -0.42033  -0.33081  -0.128
O  -0.60551  -0.36229  -1.25024  -0.175
Br  0.47671  0.15734  1.62816  0.694
H  1.45017  1.49601  -0.15378  -0.014
H  1.75342  -0.49500  -0.44735  0.025
H  -1.67515  0.38657  0.24622  0.045
H  -1.33292  -1.20892  0.23390  0.039

For the orbital gap (alpha / beta), the calculation gives 0.321 / 0.339 hartree.

Run R
The following is a DFT calculation (ωB97M-V/def2-TZVPD) of a 2-piece molecular cluster, CH4BrNO overall.

Last column: Löwdin charge in e.
Geometry (Å):
C  0.34962  -1.05696  -0.34306  -0.457
N  -0.31940  2.02128  0.07550  -0.467
O  1.15701  -0.17160  -0.53555  -0.052
Br  -1.59807  0.99235  0.72774  0.811
H  -0.68069  -0.65790  -0.22881  -0.040
H  0.51720  -1.70918  0.63882  0.125
H  0.15486  -1.74399  -1.11822  0.080
H  0.41946  2.32600  0.78358  0.001

For the orbital gap (alpha / beta), the calculation gives 0.249 / 0.249 hartree.

Which of them is most stable, and which least? Most stable: run Q; least stable: run R.

Run P
The following is a DFT calculation (ωB97M-V/def2-TZVPD) of a 2-piece molecular cluster, C4H14N overall.

Last column: Löwdin spin population.
Geometry (Å):
C  1.77209  -1.19356  -2.07079  0.292
C  1.74570  -2.04864  -0.91455  0.255
H  0.79484  -1.10374  -2.65424  0.136
H  2.04541  -0.15945  -1.85505  0.005
H  2.41418  -1.64301  -2.89765  0.096
H  2.86787  -2.13865  -0.60257  0.153
H  1.30653  -3.03721  -1.00872  0.007
H  1.38016  -1.59809  0.02841  0.053
C  -1.21897  1.52064  0.51656  0.000
C  -1.34117  2.14343  1.89612  0.000
N  -1.33274  -0.02662  0.70551  0.001
H  -1.99529  1.76595  -0.20225  0.000
H  -0.26387  1.65379  0.01977  0.000
H  -2.39585  2.38535  2.01512  0.000
H  -0.91176  3.14572  1.79559  0.000
H  -1.75165  -0.22302  1.62378  0.000
H  -1.91529  -0.65756  0.14262  0.000
H  -0.43377  -0.50218  0.75049  0.001
H  -0.76640  1.71685  2.71183  0.000

The multiplicity is 2. Its net charge is +2. For the orbital gap (alpha / beta), the calculation gives 0.459 / 0.188 hartree.

Run Q
The following is a DFT calculation (ωB97M-V/def2-TZVPD) of a 2-piece molecular cluster, C4H14N overall.

Last column: Löwdin spin population.
Geometry (Å):
C  -0.97206  0.45208  1.29604  0.004
C  -0.29619  -0.72314  2.06142  0.001
N  -2.14781  -0.03382  0.40190  0.001
H  -1.33277  1.02091  2.15915  0.000
H  -0.22884  0.99339  0.64659  0.003
H  0.73313  -0.49208  2.11214  0.000
H  -0.44010  -1.73101  1.60937  0.000
H  -1.87289  -0.61214  -0.38071  0.000
H  -2.82614  -0.53314  1.15859  0.000
H  -2.65766  0.76184  -0.12506  0.000
H  -0.57097  -0.65882  3.13124  0.001
C  1.51139  -0.50147  -1.82629  0.273
C  1.64715  0.96098  -1.84666  0.266
H  1.63210  -1.20339  -2.72613  0.137
H  2.21226  -1.02063  -1.15482  0.032
H  0.51337  -0.78689  -1.52239  0.047
H  0.91076  1.43466  -2.35809  0.013
H  1.51874  1.24007  -0.67332  0.166
H  2.66653  1.43260  -1.96296  0.055

The multiplicity is 2. Its net charge is +2. For the orbital gap (alpha / beta), the calculation gives 0.472 / 0.205 hartree.

Which of them is most stable, and which least? Most stable: run P; least stable: run Q.

Run P
The following is a DFT calculation (ωB97M-V/def2-TZVPD) of the molecule C3H3N5.

Last column: Löwdin charge in e.
Geometry (Å):
N  2.04209  -0.01285  0.62178  0.225
C  1.18536  -0.12977  -0.21860  -0.634
N  0.64095  -1.28062  -0.72203  0.091
N  -0.65973  -1.40208  -0.73001  0.053
C  -1.33122  -0.45936  0.11798  -0.114
C  -0.92842  0.87973  0.27767  -0.163
N  -0.18355  1.45287  -0.73026  0.042
N  0.91872  0.92378  -1.23210  0.171
H  2.07647  -0.92929  0.87288  0.031
H  -2.42258  -0.60291  0.58968  0.144
H  -1.33808  1.56050  1.15300  0.154

The structure (SMILES) is N=c1nnccnn1. For the orbital gap, the calculation gives 0.325 hartree.

Run Q
The following is a DFT calculation (ωB97M-V/def2-TZVPD) of the molecule C3H3N5.

Last column: Löwdin charge in e.
Geometry (Å):
H  -2.09141  0.69770  -1.33034  0.066
N  -1.92526  -0.20624  -0.85880  0.159
C  -0.90020  -0.09860  -0.08672  -0.554
C  -0.10974  -1.28844  0.65325  -0.024
N  1.04206  -1.41837  0.12421  0.026
N  1.22222  -0.71502  -1.05071  0.044
N  1.47456  0.58669  -0.76715  0.050
C  0.84098  1.17899  0.32691  -0.173
N  -0.44777  0.95189  0.47874  0.112
H  -0.59777  -1.67885  1.59569  0.135
H  1.49235  1.99026  0.91493  0.160

The structure (SMILES) is [H]/N=c1/cnnncn1. For the orbital gap, the calculation gives 0.319 hartree.

Run R
The following is a DFT calculation (ωB97M-V/def2-TZVPD) of the molecule C3H3N5.

Last column: Löwdin charge in e.
Geometry (Å):
C  -1.51088  0.84386  0.02644  -0.132
N  -2.22583  -0.25991  -0.04988  -0.028
N  -1.44622  -1.34451  -0.07705  0.021
C  -0.13677  -0.89360  0.17762  -0.294
N  1.22016  -1.22695  0.16930  0.052
N  2.01611  -0.07309  -0.15078  0.084
C  1.16620  0.89748  0.00705  -0.089
N  -0.18700  0.44417  0.22236  0.018
H  -1.89957  1.83059  -0.01416  0.102
H  1.49508  -2.12650  -0.23361  0.148
H  1.50873  1.90846  -0.07729  0.116

The structure (SMILES) is c1nnc2[nH]ncn12. For the orbital gap, the calculation gives 0.357 hartree.

Run S
The following is a DFT calculation (ωB97M-V/def2-TZVPD) of the molecule C3H3N5.

Last column: Löwdin charge in e.
Geometry (Å):
H  -1.84952  0.69321  1.34796  0.048
N  -1.75899  -0.11063  0.79808  0.201
C  -0.98398  0.10228  -0.13336  -0.416
C  -0.13432  1.21185  -0.69747  -0.108
N  1.03752  1.23314  -0.38694  0.051
N  1.46404  0.32211  0.53829  0.030
C  1.27603  -0.92927  0.41309  -0.149
N  0.46690  -1.60685  -0.65438  0.055
N  -0.65164  -1.10435  -0.90756  0.066
H  -0.55338  1.85871  -1.43286  0.110
H  1.68735  -1.67021  1.11515  0.111

The structure (SMILES) is [H]/N=c1\cnncnn1. For the orbital gap, the calculation gives 0.333 hartree.

Which of them is most stable, and which least? Most stable: run R; least stable: run P.

Run P
The following is a DFT calculation (ωB97M-V/def2-TZVPD) of the molecule C3H3N5.

Last column: Löwdin charge in e.
Geometry (Å):
C  -1.93461  -0.57841  0.01479  -0.242
C  -0.65000  1.41579  0.07573  -0.106
C  1.48913  0.81314  0.04554  -0.161
N  -1.68682  0.76482  -0.07181  0.153
N  -1.01459  -1.44577  0.01105  -0.043
N  0.54737  1.77743  -0.06716  0.084
N  0.26170  -1.48058  -0.01468  -0.026
N  1.24067  -0.51393  -0.08878  0.004
H  -2.88231  -1.02065  -0.04851  0.086
H  2.53014  1.26173  0.15508  0.139
H  2.09932  -0.99359  -0.01125  0.111

For the orbital gap (alpha / beta), the calculation gives 0.309 / 0.309 hartree.

Run Q
The following is a DFT calculation (ωB97M-V/def2-TZVPD) of the molecule C3H3N5.

Last column: Löwdin charge in e.
Geometry (Å):
H  -2.75922  0.50879  -0.92694  0.041
N  -2.18826  -0.24912  -0.59311  0.157
C  -0.98363  0.06677  -0.08260  -0.333
C  -0.43449  -1.10793  0.65561  -0.051
N  0.73328  -1.51785  0.27487  0.095
C  1.43279  -0.63550  -0.45064  -0.269
N  1.45100  0.64881  -0.50647  0.067
N  0.73345  1.47569  0.41544  -0.012
N  -0.50472  1.42086  0.39891  0.077
H  -1.08908  -1.69060  1.25683  0.110
H  2.18700  -1.20702  -0.99158  0.116

The structure (SMILES) is [H]/N=c1/cncnnn1. For the orbital gap, the calculation gives 0.338 hartree.

Which of them is most stable, and which least? Most stable: run Q; least stable: run P.